A.
18
Properties=species:S:1:pos:R:3:mulliken_charge:R:1 method="wB97M-V/def2-TZVPD" charge=0 spin_multiplicity=2 s2=0.764
C -1.360 0.957 1.419 -0.605
O -0.292 0.311 2.127 -0.529
C -1.526 0.543 -0.039 -0.468
C -1.147 -0.982 -0.181 -0.731
C 0.273 -1.371 -0.695 -0.350
C 1.224 -0.190 -0.989 0.469
N 2.022 0.216 0.011 -0.449
O 1.122 0.463 -2.023 -0.523
H -1.153 2.030 1.491 0.353
H -2.214 0.814 2.080 0.326
H -0.796 1.027 -0.683 0.243
H -2.564 0.712 -0.308 0.342
H -1.206 -1.392 0.818 0.372
H -1.860 -1.521 -0.791 0.406
H 0.313 -1.830 -1.689 0.323
H 0.738 -2.016 0.048 0.278
H 2.925 0.657 -0.172 0.250
H 0.542 0.627 1.791 0.293

***

B.
18
Properties=species:S:1:pos:R:3:mulliken_charge:R:1 method="wB97M-V/def2-TZVPD" charge=0 spin_multiplicity=2 s2=0.757
C 1.000 -0.627 -2.008 -0.479
O 2.135 -0.377 -2.463 -0.427
C 0.521 0.032 -0.501 0.107
C -0.650 -0.628 0.275 -0.521
C -0.947 0.299 1.534 -0.560
C -1.880 1.459 1.213 -0.046
O -2.414 2.099 2.144 -0.506
N 1.799 -0.209 0.213 -0.715
H 0.109 -0.275 -2.575 0.326
H 0.644 -1.689 -2.046 0.325
H 0.429 1.176 -0.487 0.227
H -1.597 -0.746 -0.334 0.313
H -0.196 -1.655 0.526 0.329
H -0.110 0.818 2.043 0.330
H -1.339 -0.401 2.301 0.355
H -2.041 1.805 0.220 0.398
H 2.526 0.133 -0.426 0.284
H 2.009 -1.215 0.370 0.261

***

Most stable: A

***

A.
16
Properties=species:S:1:pos:R:3:mulliken_charge:R:1 method="wB97M-V/def2-TZVPD" charge=0 smiles="[H]/N=C/N.NCN"
H -5.121 -1.425 2.304 0.256
N -4.935 -0.719 1.613 -0.596
C -4.237 0.220 2.020 0.135
N -3.931 1.307 1.260 -0.588
H -4.025 0.217 3.114 0.250
H -3.851 2.216 1.813 0.277
H -4.749 1.524 0.771 0.265
N 2.693 -0.375 -2.431 -0.480
C 3.235 -0.621 -1.096 -0.148
N 4.452 -0.054 -0.841 -0.453
H 1.679 -0.387 -2.437 0.181
H 3.171 0.205 -3.143 0.170
H 2.450 -0.230 -0.395 0.171
H 3.182 -1.704 -0.934 0.213
H 5.123 0.168 -1.584 0.177
H 4.864 -0.343 -0.034 0.168

***

B.
16
Properties=species:S:1:pos:R:3:mulliken_charge:R:1 method="wB97M-V/def2-TZVPD" charge=0 smiles="[H]/N=C/N.NCN"
H -2.163 2.549 -0.398 0.226
N -1.434 1.906 -0.112 -0.586
C -0.765 2.416 0.838 0.039
N 0.287 1.836 1.465 -0.414
H -0.960 3.446 1.138 0.310
H 1.087 2.188 1.958 0.240
H 0.627 0.988 1.015 0.201
N 1.477 -1.194 -0.574 -0.529
C 0.346 -2.049 -0.932 -0.265
N -0.838 -1.728 -0.192 -0.516
H 2.144 -1.083 -1.316 0.203
H 1.840 -1.550 0.298 0.209
H 0.240 -1.889 -2.010 0.286
H 0.571 -3.122 -0.822 0.239
H -1.719 -1.860 -0.656 0.210
H -0.741 -0.853 0.299 0.147

***

Most stable: B